[1]
C44H48MoN9OS3 | ωB97M-V/def2-TZVPD

Values from the calculation:
**Total charge**: +3
**Relative energy (zero: lowest compared OMol25 entry of this formula, charge and spin)**: 26.4 kJ/mol
**HOMO (alpha / beta)**: -15.182 / -15.177 eV
**Energy**: -96207.7160 eV
**Orbital gap (alpha / beta)**: 0.2537 / 0.2331 Eh
**Spin multiplicity**: 3
**LUMO energy (alpha / beta)**: -8.278 / -8.835 eV

XYZ file:
```
106
C44H48MoN9OS3 (ωB97M-V/def2-TZVPD)
Mo -0.241 -0.181 0.993
C -1.074 -2.475 4.659
C -1.143 -1.633 3.439
N -0.152 -1.467 2.629
N 1.029 -2.154 2.805
C 1.680 -2.139 1.674
O 1.221 -1.528 0.603
C 2.975 -2.822 1.551
C 3.497 -3.538 2.630
C 4.740 -4.137 2.517
C 5.461 -4.026 1.334
C 4.944 -3.316 0.259
C 3.700 -2.714 0.363
C -2.384 -1.000 2.950
C -3.604 -1.129 3.587
C -4.739 -0.597 2.987
C -4.622 0.033 1.761
C -3.371 0.127 1.173
N -2.276 -0.356 1.758
H -0.061 -2.463 5.055
H -1.312 -3.513 4.410
H -1.771 -2.138 5.421
H 2.927 -3.623 3.545
H 5.145 -4.697 3.348
H 6.429 -4.501 1.249
H 5.508 -3.237 -0.661
H 3.288 -2.156 -0.465
H -3.672 -1.656 4.527
H -5.703 -0.695 3.467
H -5.485 0.437 1.252
H -3.223 0.600 0.211
S -1.361 -1.881 -0.484
C -1.274 -1.332 -2.079
N -1.821 -1.980 -3.074
C -1.737 -1.478 -4.451
C -0.398 -0.836 -4.672
N -0.166 0.179 -3.632
C 0.584 1.394 -4.016
C -0.289 2.623 -4.110
C -1.484 2.591 -4.823
C -2.228 3.747 -4.996
C -1.775 4.947 -4.463
C -0.587 4.984 -3.748
C 0.151 3.822 -3.566
C -0.532 -0.039 -2.390
S -0.187 1.066 -1.164
C -2.586 -3.246 -2.922
C -1.876 -4.371 -3.627
C -2.480 -5.020 -4.696
C -1.815 -6.053 -5.346
C -0.549 -6.430 -4.931
C 0.058 -5.782 -3.861
C -0.605 -4.757 -3.207
H -2.561 -0.779 -4.620
H -1.856 -2.332 -5.115
H -0.376 -0.340 -5.640
H 0.414 -1.567 -4.637
H 1.032 1.170 -4.984
H 1.391 1.533 -3.295
H -1.827 1.669 -5.280
H -3.143 3.720 -5.572
H -2.340 5.856 -4.621
H -0.225 5.920 -3.345
H 1.085 3.856 -3.018
H -3.571 -3.062 -3.354
H -2.706 -3.438 -1.858
H -3.473 -4.731 -5.018
H -2.290 -6.561 -6.174
H -0.034 -7.236 -5.435
H 1.041 -6.088 -3.532
H -0.138 -4.269 -2.357
N 1.616 0.765 1.392
C 2.634 1.013 1.907
N 3.752 1.279 2.469
C 3.924 2.433 3.383
C 4.283 1.932 4.782
C 5.101 0.631 4.721
C 5.889 0.542 3.420
C 4.935 0.393 2.240
H 3.002 3.012 3.366
H 4.712 3.053 2.955
H 3.377 1.779 5.368
H 4.852 2.718 5.279
H 4.433 -0.233 4.789
H 5.769 0.572 5.578
H 6.556 -0.321 3.419
H 6.521 1.423 3.292
H 4.562 -0.629 2.171
H 5.396 0.669 1.291
C -3.002 6.145 3.384
C -2.742 5.065 2.395
C -3.196 5.037 1.101
C -2.864 3.937 0.300
N -2.110 2.929 0.749
C -1.655 2.972 1.989
S -0.562 1.816 2.635
N -1.990 4.012 2.803
C -3.340 3.827 -1.108
H -3.555 6.960 2.926
H -2.062 6.537 3.776
H -3.584 5.756 4.222
H -3.792 5.850 0.716
H -1.624 4.009 3.748
H -3.628 4.793 -1.514
H -4.220 3.177 -1.137
H -2.568 3.375 -1.729
```

---

[2]
C44H49AsCsN7STe | ωB97M-V/def2-TZVPD

Values from the calculation:
**Relative energy (zero: lowest compared OMol25 entry of this formula, charge and spin)**: 9.0 kJ/mol
**HOMO**: -5.845 eV
**Energy**: -136370.1195 eV
**Orbital gap**: 0.2107 Eh
**LUMO energy**: -0.112 eV

XYZ file:
```
104
C44H49AsCsN7STe (ωB97M-V/def2-TZVPD)
Cs -0.203 1.559 -2.100
N -4.583 4.478 -3.165
C -5.347 3.344 -3.324
C -4.481 2.304 -3.174
N -3.212 2.770 -2.928
C -3.305 4.076 -2.927
C -2.176 4.974 -2.681
N -0.974 4.560 -2.371
C -0.213 5.692 -2.207
C -0.971 6.802 -2.423
N -2.228 6.332 -2.726
H -4.932 5.416 -3.190
H -6.405 3.388 -3.519
H -4.694 1.247 -3.219
H 0.831 5.634 -1.940
H -0.745 7.855 -2.393
H -3.016 6.904 -2.953
Te -4.914 -1.892 -0.852
C -6.385 -3.390 -1.131
C -6.138 -4.481 -1.960
C -7.106 -5.458 -2.137
C -8.337 -5.346 -1.502
C -8.594 -4.256 -0.684
C -7.618 -3.284 -0.492
C -3.491 -3.274 -0.118
C -2.166 -3.208 -0.535
C -1.228 -4.091 -0.011
C -1.613 -5.055 0.911
C -2.941 -5.136 1.309
C -3.877 -4.244 0.801
H -5.183 -4.570 -2.464
H -6.902 -6.307 -2.778
H -9.094 -6.107 -1.646
H -9.552 -4.164 -0.185
H -7.816 -2.445 0.164
H -1.859 -2.463 -1.253
H -0.197 -4.027 -0.333
H -0.881 -5.748 1.311
H -3.251 -5.893 2.020
H -4.911 -4.309 1.119
C 7.162 -3.099 0.341
C 5.960 -2.192 0.355
C 6.089 -0.828 0.554
C 4.989 0.031 0.560
C 5.245 1.496 0.818
C 3.708 -0.506 0.366
As 2.090 0.626 0.308
N 2.514 1.849 -0.968
C 2.755 1.408 -2.229
C 2.618 0.081 -2.715
C 2.743 -0.226 -4.067
C 3.018 0.751 -5.010
C 3.178 2.065 -4.558
C 3.054 2.384 -3.223
C 2.306 1.685 1.965
C 2.654 1.026 3.155
C 2.836 -0.470 3.266
C 2.834 1.757 4.330
C 2.655 3.127 4.374
C 2.890 3.913 5.635
C 2.221 3.753 3.213
C 2.023 3.066 2.022
C 1.449 3.855 0.869
C 3.561 -1.886 0.161
C 2.216 -2.540 -0.043
C 4.683 -2.704 0.156
H 8.083 -2.536 0.494
H 7.243 -3.624 -0.613
H 7.094 -3.855 1.125
H 7.079 -0.406 0.704
H 6.285 1.740 0.591
H 5.066 1.736 1.870
H 4.593 2.125 0.217
H 2.416 -0.726 -2.021
H 2.620 -1.257 -4.378
H 3.119 0.505 -6.058
H 3.403 2.852 -5.270
H 3.174 3.408 -2.885
H 2.153 -1.015 2.613
H 2.644 -0.786 4.293
H 3.844 -0.788 2.997
H 3.118 1.228 5.236
H 3.069 3.253 6.484
H 2.034 4.548 5.872
H 3.760 4.566 5.531
H 2.010 4.819 3.235
H 1.152 4.846 1.215
H 0.559 3.363 0.469
H 2.151 3.937 0.046
H 1.610 -2.036 -0.799
H 1.625 -2.540 0.878
H 2.348 -3.579 -0.349
H 4.559 -3.771 -0.014
C -2.777 -1.856 3.454
N -2.990 -1.027 2.286
C -2.012 -0.542 1.515
N -0.757 -0.695 1.942
S -2.362 0.240 0.051
H -3.746 -2.112 3.877
H -2.212 -1.319 4.220
H -2.259 -2.786 3.200
H -3.905 -0.976 1.880
H -0.531 -1.185 2.793
H -0.007 -0.362 1.350
```